20
Properties=species:S:1:pos:R:3:forces:R:3:nbo_charge:R:1 method="wB97M-V/def2-TZVPD" e_tot_ev=-19751.4127 gap_ev=5.286 total_charge=-1 de_lowest_kcal_mol=64.98 smiles=CN[C@@H](C[O-])CCS e_homo_ev=-2.3 lumo_ev=2.97
C -1.6926 -0.4889 1.6652 0.43 -0.34 0.62 -0.41
N -0.8887 0.3321 0.7899 0.78 0.32 0.19 -0.66
C -0.3235 -0.3321 -0.3929 -0.66 1.22 -0.22 -0.06
C -1.3975 -0.4527 -1.5126 0.29 -1.89 -0.35 -0.02
O -2.1298 -1.5794 -1.3486 -0.22 0.25 0.04 -0.97
C 0.9659 0.3960 -0.8864 -2.27 -0.01 0.90 -0.46
C 1.9008 0.4808 0.2809 2.38 -0.44 -1.05 -0.42
S 3.6967 0.7247 -0.2991 -0.35 0.24 -0.08 -0.15
H -2.5760 -0.9345 1.2078 -0.15 0.08 -0.01 0.21
H -1.8949 0.0611 2.5915 -0.50 0.26 -0.22 0.16
H -1.0777 -1.3059 2.0587 0.07 -0.18 -0.39 0.17
H -1.4207 1.1219 0.4506 -0.21 -0.01 0.05 0.34
H -0.0379 -1.3376 -0.1040 -0.08 -0.33 -0.04 0.18
H -0.8044 -0.4802 -2.4800 -0.15 0.30 -0.04 0.06
H -2.0507 0.4550 -1.5756 0.43 0.43 0.25 0.08
H 1.1718 -0.2189 -1.7544 1.12 0.13 -0.09 0.22
H 0.6427 1.3879 -1.2109 0.31 0.09 -0.23 0.20
H 2.0195 -0.4863 0.7593 -0.64 0.17 0.50 0.21
H 1.7722 1.3223 0.9451 -0.63 -0.24 0.17 0.22
H 4.1249 1.3347 0.8154 0.06 -0.05 -0.03 0.10

---

8
Properties=species:S:1:pos:R:3:forces:R:3:nbo_charge:R:1 method="wB97M-V/def2-TZVPD" e_tot_ev=-22532.9548 gap_ev="9.071 / 7.872" total_charge=+1 de_lowest_kcal_mol=8.78 e_homo_ev="-12.9 / -13.0" multiplicity=2 lumo_ev="-3.80 / -5.10"
O 1.2758 1.1866 0.5464 -0.17 0.41 0.35 -0.59
C 0.9683 0.0144 0.2353 0.69 0.06 -0.25 0.65
C -0.3628 -0.6362 0.4381 0.06 -0.68 0.07 -0.16
H 2.2175 1.4160 0.4263 -0.12 -0.06 -0.24 0.55
H -0.6536 -0.3879 1.4823 -0.11 -0.20 -0.20 0.20
H -0.1677 -1.7237 0.3076 -0.57 0.35 0.27 0.18
O -1.0029 0.0055 -0.5518 0.01 0.13 -0.49 -0.83
K -2.2746 0.1252 -2.8842 0.21 -0.01 0.49 0.99

---

32
Properties=species:S:1:pos:R:3:forces:R:3:nbo_charge:R:1 method="wB97M-V/def2-TZVPD" e_tot_ev=-62278.7223 gap_ev=8.146 de_lowest_kcal_mol=41.23 smiles="COc1cc(Cl)nc(NC(=S)NC(=O)c2ccc(Cl)cc2F)n1" e_homo_ev=-8.8 lumo_ev=-0.64
C 3.2957 -0.2692 -4.6043 -0.13 -1.24 0.02 -0.27
O 4.3703 0.1476 -3.7164 -1.03 1.26 1.17 -0.49
C 3.9099 0.5036 -2.4579 -1.33 -0.33 -1.91 0.55
C 4.4657 1.5241 -1.7332 3.13 1.69 0.24 -0.37
C 3.9645 1.7896 -0.4789 -0.14 -0.58 1.31 0.23
Cl 4.8560 2.7205 0.7090 -0.23 -0.02 -0.78 0.03
N 2.8333 1.2375 0.0267 1.29 1.15 -1.15 -0.46
C 2.2895 0.4645 -0.8679 0.09 -1.93 -2.32 0.57
N 1.1133 -0.1717 -0.5405 -4.95 -1.58 4.54 -0.63
C -0.2414 0.2623 -0.8080 4.15 1.05 -1.67 0.27
S -0.4198 1.1605 -2.1542 -0.57 0.45 -0.67 -0.12
N -1.3322 0.1272 0.0236 0.89 -1.22 1.22 -0.62
C -1.3485 -0.5492 1.1998 3.14 -2.62 1.50 0.67
O -0.3289 -1.2544 1.4868 -3.02 1.56 -0.25 -0.62
C -2.5934 -0.6019 2.0728 1.20 1.10 -0.22 -0.21
C -2.7518 -1.8178 2.7673 -2.26 0.88 0.23 -0.14
C -3.9698 -1.9647 3.4403 -0.51 -0.31 -0.08 -0.22
C -5.0298 -1.0199 3.3735 3.55 0.70 -0.40 -0.07
Cl -6.4512 -1.3792 4.1271 -2.03 -0.33 0.78 0.09
C -4.7550 0.2566 2.8613 1.23 0.44 -1.35 -0.29
C -3.5013 0.4954 2.2614 0.35 -2.10 -0.26 0.44
F -3.1740 1.7332 1.7532 -0.54 -1.41 0.40 -0.32
N 2.7935 -0.0387 -2.0320 -0.35 0.79 0.79 -0.48
H 3.6533 -0.2690 -5.6293 0.50 0.16 0.14 0.20
H 2.3291 0.2600 -4.5996 0.72 0.44 0.65 0.21
H 3.0699 -1.2924 -4.3172 -0.20 -0.15 -0.23 0.19
H 5.4014 2.0371 -2.0909 -1.17 -0.60 0.49 0.25
H 1.1217 -0.5183 0.4700 0.07 0.34 -1.65 0.44
H -1.8708 0.9358 0.0139 -1.62 1.43 -0.65 0.43
H -2.1014 -2.6916 2.7625 0.29 0.75 -0.32 0.26
H -4.1594 -2.8921 3.9909 0.00 0.35 -0.27 0.23
H -5.4385 1.0747 2.6901 -0.52 -0.12 0.68 0.25

---

163
Properties=species:S:1:pos:R:3:forces:R:3:nbo_charge:R:1 method="wB97M-V/def2-TZVPD" e_tot_ev=-143110.5888 gap_ev=6.016 e_homo_ev=-7.5 lumo_ev=-1.45
Sn -0.5882 0.0369 1.0393 -1.35 -1.08 -0.44 1.85
O -1.1394 -0.9457 9.0227 0.02 -0.03 -0.14 -0.37
N -1.8548 -0.8060 8.0492 -0.18 -0.04 0.64 0.53
O -3.0691 -0.7663 8.1020 0.02 -0.01 -0.24 -0.37
C -1.2060 -0.6306 6.7548 0.73 0.15 -0.63 0.05
C 0.0749 -0.1767 6.7790 -0.51 -0.13 0.28 -0.12
C 0.7807 0.1072 5.5793 0.01 0.10 -0.47 -0.11
C 2.1102 0.5708 5.5645 0.06 0.04 -0.06 -0.12
C 2.7065 0.8506 4.3629 -0.16 -0.06 0.25 -0.19
C 1.9631 0.6836 3.1857 0.25 0.00 0.21 0.10
N 0.7194 0.2565 3.1732 0.21 -0.15 -0.13 -0.50
C 0.1316 -0.0463 4.3445 0.17 0.09 0.40 0.19
C -1.2066 -0.5639 4.3222 -0.03 0.06 0.41 0.24
N -1.7399 -0.7391 3.1164 -0.14 -0.21 -0.79 -0.50
C -2.9080 -1.3202 2.9887 -0.06 -0.15 0.09 0.11
C -3.6359 -1.7578 4.0991 0.10 0.02 0.25 -0.25
C -3.1353 -1.5359 5.3596 -0.01 0.05 -0.20 -0.06
C -1.8819 -0.9018 5.5086 -0.21 -0.05 0.07 -0.12
H 0.5512 -0.0051 7.7343 0.01 -0.02 0.00 0.25
H 2.6373 0.6970 6.5024 0.03 0.00 -0.01 0.22
H 3.7299 1.1934 4.3073 -0.01 0.02 -0.04 0.23
H 2.3968 0.9182 2.2187 0.08 -0.11 0.21 0.25
H -3.2595 -1.4786 1.9784 -0.05 0.01 0.01 0.25
H -4.5818 -2.2620 3.9597 0.00 0.00 -0.03 0.24
H -3.6888 -1.8513 6.2270 -0.03 0.01 0.07 0.24
C 0.5185 -2.5752 -4.4246 -0.28 0.02 0.32 -0.67
C 0.2307 -3.4086 -3.1621 0.03 -0.06 -0.32 0.55
C 0.3249 -4.8960 -3.4432 -0.04 0.23 0.14 -0.64
O 1.1289 -3.0386 -2.1070 0.14 -0.19 0.19 -0.57
C 0.4503 -2.2539 -1.1285 -0.17 0.18 0.16 0.09
C -0.9000 -1.9597 -1.8624 0.09 0.24 0.05 0.04
O -1.0493 -3.1164 -2.6714 -0.20 -0.13 0.30 -0.55
C -2.2425 -1.4643 -1.2366 -0.12 -0.25 -0.23 0.30
O -1.9975 -0.3292 -0.4509 0.26 -0.11 0.25 -1.00
C -3.1320 -2.4916 -0.5172 0.11 -0.02 0.03 0.08
C -4.3165 -2.0036 0.0369 -0.09 0.05 -0.06 -0.29
C -5.2527 -2.8527 0.6025 -0.06 0.13 0.01 -0.17
C -5.0309 -4.2222 0.6107 0.03 -0.16 0.05 -0.25
C -3.8634 -4.7195 0.0581 0.00 -0.03 0.02 -0.20
C -2.9241 -3.8637 -0.5048 -0.04 0.08 0.05 -0.25
C -3.1587 -1.0175 -2.4153 0.12 0.17 -0.05 -0.03
C -3.5106 -1.8703 -3.4628 0.04 0.05 0.03 -0.22
C -4.3556 -1.4371 -4.4729 0.03 -0.10 0.01 -0.21
C -4.8961 -0.1597 -4.4419 -0.03 0.01 -0.04 -0.24
C -4.5817 0.6804 -3.3873 -0.12 -0.04 -0.07 -0.15
C -3.7233 0.2522 -2.3836 0.05 -0.06 0.06 -0.25
C 0.4904 -2.7896 0.3363 0.43 -0.43 0.00 0.21
O -0.4988 -2.1023 1.0460 0.25 1.22 0.29 -0.94
C 0.3517 -4.3105 0.5152 -0.25 0.01 -0.02 -0.06
C -0.5722 -4.8271 1.4143 -0.11 0.11 -0.06 -0.16
C -0.6341 -6.1903 1.6659 -0.04 -0.07 0.03 -0.23
C 0.2275 -7.0607 1.0178 0.02 -0.05 0.04 -0.23
C 1.1852 -6.5502 0.1530 0.02 0.05 -0.02 -0.21
C 1.2651 -5.1852 -0.0753 -0.14 -0.04 -0.06 -0.21
C 1.8550 -2.5403 1.0282 -0.15 0.34 -0.07 0.08
C 1.8785 -2.6852 2.4166 0.02 -0.02 0.03 -0.24
C 3.0390 -2.4762 3.1377 -0.09 -0.01 0.00 -0.22
C 4.1974 -2.0756 2.4822 0.07 0.07 0.07 -0.25
C 4.1842 -1.9305 1.1064 0.06 -0.01 -0.07 -0.15
C 3.0280 -2.1941 0.3778 -0.12 -0.01 -0.02 -0.29
H 1.1114 -3.1460 -5.1367 0.09 0.10 -0.03 0.21
H 1.0552 -1.6702 -4.1513 -0.24 0.01 -0.17 0.22
H -0.4323 -2.3038 -4.8846 0.00 -0.06 -0.07 0.23
H 1.3194 -5.1312 -3.8220 -0.01 -0.04 0.01 0.21
H -0.4181 -5.1576 -4.1973 0.03 -0.04 -0.03 0.22
H 0.1396 -5.4596 -2.5320 -0.04 -0.04 0.02 0.23
H 0.9787 -1.3050 -1.0607 0.08 0.22 -0.05 0.20
H -0.6294 -1.1130 -2.5181 -0.08 -0.04 0.01 0.18
H -4.5144 -0.9382 -0.0196 0.01 -0.02 0.04 0.22
H -6.1725 -2.4531 1.0146 0.02 0.04 -0.02 0.20
H -5.7696 -4.8953 1.0281 0.01 0.01 0.02 0.21
H -3.6723 -5.7858 0.0540 -0.01 0.00 0.01 0.21
H -2.0382 -4.2837 -0.9429 0.17 -0.03 -0.08 0.24
H -3.1276 -2.8776 -3.4860 0.01 -0.06 -0.02 0.23
H -4.5994 -2.1116 -5.2848 -0.02 0.00 0.01 0.21
H -5.5662 0.1656 -5.2280 0.01 0.03 0.00 0.21
H -5.0047 1.6767 -3.3387 0.01 -0.06 0.01 0.20
H -3.4813 0.9071 -1.5607 -0.06 -0.12 -0.08 0.24
H -1.2494 -4.1456 1.9126 -0.03 0.02 -0.04 0.22
H -1.3563 -6.5771 2.3749 -0.03 0.03 -0.02 0.21
H 0.1724 -8.1265 1.2010 -0.01 0.01 0.01 0.21
H 1.8842 -7.2157 -0.3390 0.01 0.00 0.02 0.21
H 2.0469 -4.7988 -0.7103 0.02 0.05 -0.10 0.23
H 0.9671 -2.9809 2.9212 -0.03 0.01 0.01 0.23
H 3.0373 -2.6191 4.2123 0.02 0.02 0.00 0.21
H 5.1027 -1.8846 3.0465 0.01 -0.01 -0.04 0.21
H 5.0778 -1.6130 0.5867 0.03 -0.05 0.02 0.21
H 3.0462 -2.1415 -0.7040 -0.06 0.14 0.02 0.22
C 3.5704 4.5376 -0.4062 -0.12 -0.27 -0.10 -1.12
Si 4.4694 3.1352 -1.2977 0.24 0.18 0.10 1.30
C 5.5440 3.9721 -2.6170 -0.13 -0.22 -0.02 -1.11
C 5.5677 2.2408 -0.0409 -0.13 0.00 -0.17 -1.11
Si 3.0146 1.4641 -2.2065 -0.23 -0.20 0.15 -0.12
Te 1.5421 1.4186 -0.0505 0.66 0.40 -1.15 -0.53
Si 1.7114 2.5265 -3.9099 -0.19 0.40 -0.15 1.28
C 1.2079 4.2020 -3.1785 0.17 -0.21 0.06 -1.12
C 2.8122 2.8590 -5.4180 0.02 -0.12 0.23 -1.11
C 0.1193 1.7041 -4.5224 0.28 -0.27 0.27 -1.11
Si 4.4122 -0.2756 -3.1326 0.52 -0.33 -0.41 1.27
C 5.7237 0.7297 -4.0687 -0.28 0.12 0.08 -1.10
C 3.5493 -1.3805 -4.4030 -0.04 0.28 0.29 -1.11
C 5.4662 -1.4806 -2.1094 -0.32 0.30 0.29 -1.09
H 4.2843 5.2715 -0.0242 0.11 -0.07 0.00 0.23
H 2.9816 4.1579 0.4298 0.00 0.05 0.03 0.25
H 2.8857 5.0605 -1.0750 0.00 0.00 0.02 0.24
H 6.2791 4.6312 -2.1495 -0.04 0.01 0.10 0.24
H 4.9312 4.5835 -3.2836 -0.03 0.01 0.02 0.23
H 6.0875 3.2575 -3.2341 -0.01 0.06 0.01 0.24
H 6.2409 2.9301 0.4732 -0.01 0.06 -0.03 0.24
H 6.1771 1.4692 -0.5184 -0.01 0.00 0.00 0.23
H 4.9403 1.7536 0.7099 0.00 -0.02 0.00 0.24
H 2.0775 4.8579 -3.0998 0.00 0.02 0.00 0.23
H 0.7883 4.0777 -2.1764 -0.01 0.01 0.00 0.25
H 0.4632 4.7084 -3.7960 -0.02 -0.07 -0.07 0.24
H 3.7260 3.3799 -5.1224 0.00 0.00 -0.02 0.23
H 2.2969 3.4849 -6.1497 -0.08 0.00 0.03 0.24
H 3.1045 1.9336 -5.9194 -0.01 -0.01 0.00 0.23
H -0.4651 1.2820 -3.6999 0.00 -0.04 -0.02 0.25
H 0.3254 0.9017 -5.2314 0.02 -0.10 0.00 0.24
H -0.5141 2.4337 -5.0319 0.15 0.07 -0.03 0.24
H 5.2780 1.5101 -4.6895 0.06 0.01 0.00 0.23
H 6.3112 0.0782 -4.7192 -0.06 -0.10 0.01 0.24
H 6.4130 1.2057 -3.3688 0.00 -0.03 -0.01 0.23
H 2.9578 -0.8010 -5.1149 -0.03 -0.03 -0.02 0.23
H 2.8857 -2.0902 -3.9074 0.23 0.06 0.00 0.25
H 4.2919 -1.9495 -4.9672 0.11 0.06 0.05 0.24
H 6.0821 -0.9684 -1.3675 -0.01 0.02 0.01 0.23
H 6.1468 -2.0042 -2.7847 -0.06 0.08 -0.15 0.24
H 4.8720 -2.2355 -1.5952 0.06 0.00 -0.05 0.23
C -3.7063 3.9852 -2.7052 0.04 0.06 0.10 -0.22
C -2.5329 3.2445 -2.7322 0.07 0.18 -0.03 -0.15
C -1.9953 2.7529 -1.5538 0.18 0.15 0.00 -0.21
C -2.6176 2.9942 -0.3282 -0.01 -0.19 0.22 -0.53
C -3.7992 3.7388 -0.3155 0.06 -0.04 0.06 -0.19
C -4.3385 4.2320 -1.4945 -0.06 0.06 -0.07 -0.22
Si -1.8969 2.3884 1.2976 0.73 -0.17 0.18 1.25
C -3.2023 2.3541 2.6555 0.06 0.07 -0.16 -0.55
C -4.3057 1.5028 2.5587 0.02 0.02 -0.07 -0.20
C -5.3007 1.5083 3.5232 -0.06 -0.08 -0.02 -0.22
C -5.2089 2.3649 4.6110 0.03 0.03 0.04 -0.19
C -4.1232 3.2213 4.7220 -0.02 -0.01 0.05 -0.24
C -3.1321 3.2196 3.7504 -0.05 -0.08 -0.05 -0.13
C -0.5630 3.6151 1.8393 -0.29 0.01 0.07 -0.54
C -0.2510 4.7383 1.0732 -0.06 -0.06 -0.05 -0.12
C 0.6751 5.6705 1.5169 0.03 0.05 -0.03 -0.23
C 1.3056 5.4988 2.7405 0.02 0.01 0.00 -0.21
C 1.0055 4.3896 3.5192 0.03 -0.01 0.05 -0.22
C 0.0789 3.4623 3.0690 0.02 0.05 -0.10 -0.22
H -4.1314 4.3656 -3.6256 0.00 -0.01 -0.01 0.21
H -2.0419 3.0373 -3.6752 -0.09 0.02 0.09 0.21
H -1.0886 2.1584 -1.5853 -0.03 0.01 -0.01 0.23
H -4.2997 3.9375 0.6261 -0.03 -0.01 -0.02 0.22
H -5.2544 4.8092 -1.4661 0.00 0.00 -0.01 0.21
H -4.3858 0.8349 1.7058 -0.05 -0.01 0.00 0.22
H -6.1528 0.8460 3.4289 0.01 -0.01 -0.02 0.21
H -5.9843 2.3710 5.3663 0.00 -0.01 0.00 0.21
H -4.0492 3.8993 5.5632 -0.02 0.00 0.00 0.21
H -2.3008 3.9055 3.8380 0.00 0.05 0.03 0.21
H -0.7427 4.8801 0.1169 0.03 0.04 0.00 0.21
H 0.9063 6.5340 0.9055 0.00 0.00 0.00 0.22
H 2.0223 6.2307 3.0914 0.01 -0.01 -0.02 0.21
H 1.4869 4.2523 4.4806 0.00 0.01 -0.01 0.21
H -0.1636 2.6067 3.6841 0.01 -0.03 0.16 0.20